Computed, not measured: 11 unconnected molecules or ions with the total composition C4H32N2O10, with ωB97M-V/def2-TZVPD.

Each atom is followed by the atoms it is bonded to, with distances in Å.
Element x y z (Å)
1 C -1.34593 2.15508 -2.24859  N2 1.474, H7 1.080, H8 1.094, H9 1.098
2 N -0.58762 1.71105 -1.06578  C1 1.474, C4 1.484, H10 1.011
3 C -1.96426 2.74001 0.78564  C4 1.544, H11 1.091, H12 1.078, H13 1.101
4 C -1.46826 1.44854 0.09912  N2 1.484, C3 1.544, C5 1.541, H14 1.109
5 C -2.65770 0.52324 -0.22092  C4 1.541, N6 1.460, H15 1.099, H16 1.080
6 N -2.11486 -0.80774 -0.47613  C5 1.460, H17 1.012, H18 1.020
7 H -2.14176 1.48188 -2.53030  C1 1.080
8 H -1.60615 3.21533 -2.17226  C1 1.094
9 H -0.66187 2.10091 -3.10533  C1 1.098
10 H 0.01495 2.42294 -0.67558  N2 1.011
11 H -2.48135 2.66644 1.74385  C3 1.091
12 H -2.56807 3.24252 0.04698  C3 1.078
13 H -1.10159 3.35178 1.09036  C3 1.101
14 H -0.80923 0.93128 0.82589  C4 1.109
15 H -3.34664 0.54288 0.63459  C5 1.099
16 H -3.15734 0.89119 -1.10503  C5 1.080
17 H -2.78576 -1.56522 -0.49814  N6 1.012
18 H -1.41550 -1.07290 0.21781  N6 1.020
19 H 2.30460 0.70774 2.41749  O21 0.969
20 H 1.79153 1.42349 3.68388  O21 0.968
21 O 2.40672 1.51528 2.94277  H19 0.969, H20 0.968
22 H -2.08887 0.37130 2.84969  O24 0.958
23 H -1.98124 -1.06907 3.23698  O24 0.955
24 O -2.11133 -0.20245 3.61622  H22 0.958, H23 0.955
25 H 0.09214 -0.15128 -2.32274  O27 0.980
26 H -1.17230 -0.67210 -1.91493  O27 1.015
27 O -0.54412 -0.79224 -2.70244  H25 0.980, H26 1.015
28 H 2.18393 0.70335 -0.59671  O30 0.988
29 H 1.86301 0.70197 -1.92504  O30 0.965
30 O 2.06523 0.00606 -1.28720  H28 0.988, H29 0.965
31 H 2.89864 -1.83901 2.21942  O33 0.958
32 H 3.00365 -1.18001 0.78037  O33 0.972
33 O 2.97559 -1.01487 1.73795  H31 0.958, H32 0.972
34 H 1.76462 -2.33174 -3.06307  O36 0.966
35 H 0.30410 -2.03882 -2.53140  O36 1.033
36 O 1.17230 -2.56244 -2.33607  H34 0.966, H35 1.033
37 H 2.08396 -2.73630 -0.97676  O39 0.998
38 H 3.43983 -2.31181 -0.54550  O39 0.959
39 O 2.66365 -2.72687 -0.16494  H37 0.998, H38 0.959
40 H -0.20129 -4.66958 0.26680  O42 0.982
41 H 0.73440 -3.70548 -0.38619  O42 0.969
42 O 0.42397 -3.94898 0.49865  H40 0.982, H41 0.969
43 H 2.24091 3.25532 0.05067  O45 0.971
44 H 1.96257 2.18340 1.09102  O45 0.987
45 O 1.76425 2.41590 0.15268  H43 0.971, H44 0.987
46 H 0.44655 -1.18435 0.95493  O48 0.972
47 H -0.12470 -2.53432 1.31484  O48 0.984
48 O -0.16332 -1.59129 1.59244  H46 0.972, H47 0.984

Output
- Total charge: 0
- SMILES: CN[C@@H](C)CN.O.O.O.O.O.O.O.O.O.O
- Energy relative to the best compared isomer or geometry (same formula, charge and spin): 41.3 kJ/mol
- HOMO-LUMO gap: 9.34 eV
- E: -28122.6436 eV

***

Computed, not measured: 12 unconnected molecules or ions with the total composition C4H32N8O12, with ωB97M-V/def2-TZVPD.

Each atom is followed by the atoms it is bonded to, with distances in Å.
Element x y z (Å)
1 O -1.30669 1.36436 -2.75359  H2 0.957, H3 0.957
2 H -1.35239 0.47684 -3.10920  O1 0.957
3 H -2.08959 1.79902 -3.09180  O1 0.957
4 O 0.45230 0.56099 5.11688  H5 0.957, H6 0.957
5 H 0.33090 -0.12194 4.45726  O4 0.957
6 H 1.25498 0.31206 5.57512  O4 0.957
7 O 1.08926 4.07225 0.34395  H8 0.957, H9 0.957
8 H 1.81960 3.82071 0.90925  O7 0.957
9 H 0.30723 3.83653 0.84305  O7 0.957
10 O -3.89825 2.12594 -0.14620  H11 0.957, H12 0.957
11 H -3.50024 2.66074 0.54069  O10 0.957
12 H -3.65963 1.22719 0.08085  O10 0.957
13 O 3.14640 -1.31342 0.37082  H14 0.957, H15 0.957
14 H 2.19633 -1.42369 0.40893  O13 0.957
15 H 3.33688 -1.19295 -0.55947  O13 0.957
16 O 0.95653 -3.26783 0.78889  H17 0.957, H18 0.957
17 H 0.58220 -2.40446 0.61370  O16 0.957
18 H 0.21808 -3.87107 0.70508  O16 0.957
19 O -0.48553 4.01866 -2.09934  H20 0.957, H21 0.957
20 H -1.31765 4.42740 -1.86115  O19 0.957
21 H -0.73399 3.25026 -2.61322  O19 0.957
22 O -1.18236 3.38568 1.80831  H23 0.957, H24 0.957
23 H -0.72356 3.41489 2.64788  O22 0.957
24 H -1.92351 3.98124 1.91900  O22 0.957
25 C -0.37218 -2.72507 3.72325  O26 1.199, N27 1.303, N28 1.304
26 O 0.10387 -1.62559 3.67777  C25 1.199
27 N -1.58631 -3.10037 3.43559  C25 1.303, H29 1.010, H30 1.010
28 N 0.38832 -3.74476 4.01200  C25 1.304, H31 1.010, H32 1.010
29 H -1.70710 -4.01878 3.03308  N27 1.010
30 H -2.35510 -2.44758 3.48978  N27 1.010
31 H 0.08142 -4.70597 3.96735  N28 1.010
32 H 1.32911 -3.38147 4.06726  N28 1.010
33 C -0.70510 -2.31573 -3.36942  O34 1.223, N35 1.256, N36 1.274
34 O -0.41110 -1.37048 -4.08706  C33 1.223
35 N -1.12089 -3.41931 -3.80049  C33 1.256, H37 1.010, H38 1.010
36 N -0.69958 -2.30966 -2.09578  C33 1.274, H39 1.010, H40 1.010
37 H -1.05656 -3.62781 -4.78664  N35 1.010
38 H -1.39864 -4.07548 -3.08467  N35 1.010
39 H -1.07671 -3.03422 -1.50172  N36 1.010
40 H -0.01948 -1.65536 -1.73598  N36 1.010
41 C 2.41518 1.92113 -2.59802  O42 1.214, N43 1.312, N44 1.353
42 O 1.93380 2.91434 -2.09178  C41 1.214
43 N 3.67819 1.56679 -2.59875  C41 1.312, H45 1.010, H46 1.010
44 N 1.70899 0.97050 -3.25328  C41 1.353, H47 1.010, H48 1.010
45 H 3.94017 0.76224 -3.15025  N43 1.010
46 H 4.32311 2.09151 -2.02530  N43 1.010
47 H 2.07214 0.03705 -3.38322  N44 1.010
48 H 0.71993 1.14911 -3.15348  N44 1.010
49 C -0.22364 0.20859 0.57536  O50 1.212, N51 1.329, N52 1.330
50 O 0.37743 -0.70470 0.05260  C49 1.212
51 N -0.50682 0.27584 1.87202  C49 1.329, H53 1.010, H54 1.010
52 N -0.63779 1.28240 -0.09088  C49 1.330, H55 1.010, H56 1.010
53 H -0.80392 1.13212 2.31770  N51 1.010
54 H -0.35148 -0.60502 2.34111  N51 1.010
55 H -0.87115 2.10579 0.44549  N52 1.010
56 H -0.68543 1.31057 -1.09936  N52 1.010

Output
- Total charge: 0
- SMILES: NC(N)=O.NC(N)=O.NC(N)=O.NC(N)=O.O.O.O.O.O.O.O.O
- Energy relative to the best compared isomer or geometry (same formula, charge and spin): 284.0 kJ/mol
- HOMO-LUMO gap: 8.47 eV
- E: -41160.1780 eV

***

Computed, not measured: 13 unconnected molecules or ions with the total composition C4H32NO14S, with ωB97M-V/def2-TZVPD.

Each atom is followed by the atoms it is bonded to, with distances in Å.
Element x y z (Å)
1 O 1.57499 1.14446 -1.50936  C2 1.242
2 C 0.83622 1.19667 -0.51211  O1 1.242, O3 1.282, C4 1.566
3 O 1.17833 1.02751 0.71175  C2 1.282
4 C -0.69510 1.26820 -0.83058  C2 1.566, C5 1.543, N8 1.462, H9 1.091
5 C -1.33739 0.20534 0.08526  C4 1.543, C6 1.514, H10 1.089, H11 1.073
6 C -2.73039 -0.20317 -0.34477  C5 1.514, S7 1.829, H12 1.090, H13 1.068
7 S -2.65027 -1.08873 -1.94306  C6 1.829, H14 1.344
8 N -1.20362 2.61234 -0.55927  C4 1.462, H15 1.009, H16 1.025
9 H -0.75697 1.01851 -1.89035  C4 1.091
10 H -1.29869 0.72188 1.04357  C5 1.089
11 H -0.68706 -0.64783 0.12304  C5 1.073
12 H -3.13004 -0.84019 0.44493  C6 1.090
13 H -3.38919 0.59739 -0.60149  C6 1.068
14 H -2.23737 -2.32853 -1.62983  S7 1.344
15 H -0.51482 3.33253 -0.40307  N8 1.009
16 H -1.95346 2.60371 0.13917  N8 1.025
17 H -0.26275 -0.84799 -2.60254  O19 0.973
18 H 0.95039 -0.80014 -3.45530  O19 0.973
19 O 0.35489 -1.45292 -3.04850  H17 0.973, H18 0.973
20 H -1.01867 -4.66974 -0.30696  O22 0.963
21 H -0.05958 -3.53114 0.20298  O22 0.977
22 O -0.85607 -4.05449 0.41593  H20 0.963, H21 0.977
23 H 0.10828 -1.39430 3.01900  O25 0.982
24 H 0.78239 -0.04932 2.78186  O25 0.957
25 O 0.25831 -0.51631 3.43191  H23 0.982, H24 0.957
26 H 0.69473 3.78764 1.70344  O28 0.965
27 H 1.11206 2.30862 1.65410  O28 1.014
28 O 0.93791 3.06991 2.30029  H26 0.965, H27 1.014
29 H 1.43235 1.66716 -4.50395  O31 0.969
30 H 0.92796 1.85281 -3.07135  O31 0.973
31 O 0.63503 1.88604 -3.99825  H29 0.969, H30 0.973
32 H -2.98894 1.70109 1.94732  O34 0.945
33 H -3.56494 2.96694 1.71311  O34 0.933
34 O -3.75757 2.07110 1.53995  H32 0.945, H33 0.933
35 H -2.48661 2.53528 -2.47699  O37 0.951
36 H -1.62336 2.12530 -3.64669  O37 0.952
37 O -2.50665 2.39705 -3.41746  H35 0.951, H36 0.952
38 H 3.82241 -3.13192 0.86633  O40 0.976
39 H 3.85623 -1.62484 0.58077  O40 0.983
40 O 3.92389 -2.49689 0.13150  H38 0.976, H39 0.983
41 H -0.93953 0.99071 3.54701  O43 0.981
42 H -0.32394 2.28245 2.91030  O43 1.001
43 O -1.16063 1.91962 3.32233  H41 0.981, H42 1.001
44 H 3.81693 0.35592 1.82106  O46 0.964
45 H 2.48166 0.03100 1.16196  O46 0.985
46 O 3.31170 -0.39174 1.48281  H44 0.964, H45 0.985
47 H 2.48341 -3.55268 1.95502  O49 0.945
48 H 1.69911 -4.31808 0.91902  O49 0.963
49 O 2.44255 -4.39409 1.52655  H47 0.945, H48 0.963
50 H 1.02341 -2.32176 -1.54648  O52 1.001
51 H 2.24060 -2.53460 -0.59911  O52 0.994
52 O 1.24786 -2.48575 -0.58483  H50 1.001, H51 0.994

Output
- Total charge: -1
- Energy relative to the best compared isomer or geometry (same formula, charge and spin): 133.8 kJ/mol
- HOMO-LUMO gap: 9.08 eV
- E: -45662.5359 eV

***

Computed, not measured: 12 unconnected molecules or ions with the total composition C4H33N2O11S, with ωB97M-V/def2-TZVPD.

Each atom is followed by the atoms it is bonded to, with distances in Å.
Element x y z (Å)
1 C -2.85058 -0.31671 0.55186  C2 1.502, H8 1.101, H9 1.093, H10 1.115
2 C -1.47723 -0.53574 -0.01512  C1 1.502, C3 1.533, N5 1.498, H11 1.126
3 C -1.21593 -1.89192 -0.68146  C2 1.533, S4 1.831, H12 1.165, H13 1.138
4 S -1.09408 -3.20242 0.59109  C3 1.831
5 N -1.12373 0.65178 -0.85662  C2 1.498, C6 1.505, H14 1.015
6 C -2.14691 0.85745 -1.94118  N5 1.505, N7 1.413, H15 1.151, H16 1.206
7 N -1.83998 1.87747 -2.86973  C6 1.413, H17 1.065, H18 1.024
8 H -3.08445 0.61814 1.08402  C1 1.101
9 H -3.18868 -1.11530 1.21755  C1 1.093
10 H -3.62540 -0.24941 -0.24776  C1 1.115
11 H -0.70002 -0.43288 0.79281  C2 1.126
12 H -2.10466 -2.15696 -1.38674  C3 1.165
13 H -0.28641 -1.89694 -1.33754  C3 1.138
14 H -0.30960 0.68527 -1.46123  N5 1.015
15 H -2.38857 -0.08241 -2.55997  C6 1.151
16 H -3.16096 1.11358 -1.33993  C6 1.206
17 H -0.88718 1.85200 -3.34406  N7 1.065
18 H -2.07325 2.83390 -2.58769  N7 1.024
19 H 2.98715 -0.52834 0.24034  O21 0.905
20 H 3.25919 -0.63564 -1.21882  O21 1.009
21 O 2.99104 0.00720 -0.48867  H19 0.905, H20 1.009
22 H 0.88972 -1.08798 3.31835  O24 0.994
23 H -0.08533 -2.10373 2.68498  O24 0.913
24 O 0.08843 -1.65769 3.46285  H22 0.994, H23 0.913
25 H 2.38464 1.67051 -0.04375  O27 0.923
26 H 1.15185 2.28335 -0.66829  O27 0.973
27 O 1.80286 2.38179 0.04745  H25 0.923, H26 0.973
28 H 0.43192 2.61111 1.24429  O30 0.898
29 H -0.55942 1.42796 0.90930  O30 1.004
30 O -0.29387 2.16776 1.53359  H28 0.898, H29 1.004
31 H 0.76711 1.29131 2.72336  O33 1.006
32 H 1.39341 0.35364 1.60582  O33 1.024
33 O 1.49064 0.60448 2.59351  H31 1.006, H32 1.024
34 H 1.94342 -2.45151 -2.92109  O36 0.968
35 H 1.07937 -1.88259 -3.95273  O36 0.924
36 O 1.93607 -1.78286 -3.62109  H34 0.968, H35 0.924
37 H -0.31985 0.20343 4.43159  O39 1.048
38 H -0.88674 1.03907 3.25846  O39 0.948
39 O -0.51863 1.18361 4.12014  H37 1.048, H38 0.948
40 H 2.41731 -3.36434 -0.81733  O42 1.022
41 H 0.92968 -3.49644 -1.05592  O42 0.897
42 O 1.69187 -3.47983 -1.52833  H40 1.022, H41 0.897
43 H -1.93663 3.18568 -0.15430  O45 0.942
44 H -2.31198 2.97739 1.33611  O45 0.924
45 O -2.36933 3.53869 0.60406  H43 0.942, H44 0.924
46 H 2.38338 -2.05048 2.09822  O48 0.953
47 H 2.76866 -0.66853 2.51399  O48 1.008
48 O 3.05701 -1.40782 1.89254  H46 0.953, H47 1.008
49 H 1.89789 0.81510 -2.00845  O51 0.938
50 H 1.70019 -0.35428 -2.97719  O51 1.023
51 O 1.39661 0.60111 -2.77127  H49 0.938, H50 1.023

Output
- Total charge: -1
- Energy relative to the best compared isomer or geometry (same formula, charge and spin): 168.3 kJ/mol
- HOMO-LUMO gap: 6.50 eV
- E: -41022.3262 eV

***

> Number 4 is which compound?

C4H33N2O11S